Arrangement w

{"formula": "C4H12NOS", "method": "the ωB97M-V functional and the def2-TZVPD basis", "elements": ["C", "C", "C", "C", "N", "O", "S", "H", "H", "H", "H", "H", "H", "H", "H", "H", "H", "H", "H"], "coordinates": [[-1.50, 1.02, -2.45], [-0.34, -1.95, -0.07], [-1.14, 1.75, -1.29], [1.44, -0.46, 1.38], [1.84, -0.01, 2.71], [-0.34, 1.33, -0.36], [-0.32, -0.74, 1.26], [-0.72, 0.62, -3.04], [-2.03, 0.01, -2.14], [-2.13, 1.64, -3.00], [0.51, -1.74, -0.81], [-1.34, -1.91, -0.58], [-0.30, -3.02, 0.31], [-1.78, 2.56, -1.00], [1.73, 0.18, 0.59], [1.95, -0.84, 3.36], [1.40, 0.84, 3.18], [2.86, 0.24, 2.44], [0.22, 0.49, -0.49]], "charge": 1}

Arrangement x

{"formula": "C4H12NOS", "method": "the ωB97M-V functional and the def2-TZVPD basis", "elements": ["C", "C", "C", "C", "N", "O", "S", "H", "H", "H", "H", "H", "H", "H", "H", "H", "H", "H", "H"], "coordinates": [[-2.30, 1.32, 0.01], [2.31, 0.10, 0.12], [-1.13, 1.11, 0.86], [0.27, -0.73, -0.99], [1.71, -1.00, -0.65], [-1.11, 0.33, 1.90], [-0.69, -2.21, -1.05], [-3.17, 0.76, 0.37], [-2.10, 1.01, -1.02], [-2.54, 2.38, -0.04], [3.36, -0.10, 0.32], [2.22, 1.02, -0.44], [1.79, 0.21, 1.07], [-0.23, 1.69, 0.73], [0.19, -0.21, -1.93], [2.27, -1.17, -1.49], [1.73, -1.87, -0.09], [-1.94, -0.15, 2.04], [-0.63, -2.48, 0.27]], "charge": 1}

Arrangement y

{"formula": "C4H12NOS", "method": "the ωB97M-V functional and the def2-TZVPD basis", "elements": ["C", "C", "C", "C", "N", "O", "S", "H", "H", "H", "H", "H", "H", "H", "H", "H", "H", "H", "H"], "coordinates": [[-2.56, 1.35, -0.21], [-2.28, -0.02, -2.12], [1.38, -1.28, 1.96], [3.07, -0.29, 0.17], [-1.89, 0.64, -1.15], [0.61, 0.46, 0.04], [1.69, 0.33, 1.09], [-2.62, 2.47, -0.46], [-3.59, 1.07, -0.22], [-1.98, 1.18, 0.75], [-1.52, -0.42, -2.72], [-3.44, -0.04, -2.35], [-0.81, 0.50, -1.01], [0.54, -1.02, 2.51], [2.25, -1.40, 2.61], [1.12, -2.16, 1.26], [3.41, 0.38, -0.73], [2.71, -1.24, -0.37], [3.89, -0.51, 0.94]], "charge": 1}

arrangement y wins, 25.6 kcal/mol ahead of the next structure.